Below is C29H38AsMnN6O6 as an isolated structure, with properties calculated with ωB97M-V/def2-TZVPD.

Structure (XYZ):
```
81
Properties=species:S:1:pos:R:3:lowdin_charge:R:1
Mn 0.68020 -1.71140 1.46666 0.539
N 1.90906 -2.77697 0.13952 -0.019
C 1.97300 -4.16040 0.65181 -0.149
C 2.07101 -4.10761 2.18718 -0.563
O 2.80801 -4.91539 2.76543 -0.022
N 1.35690 -3.10478 2.69484 -0.066
C 1.82803 -2.48984 3.92074 -0.123
C 2.41207 -1.10077 3.56645 -0.620
O 3.03035 -0.47031 4.41890 -0.007
O 2.14511 -0.68629 2.37350 -0.143
H 1.63283 -2.75128 -0.83565 0.093
H 2.82033 -2.32823 0.20381 0.035
H 2.83454 -4.71781 0.28029 0.108
H 1.06771 -4.68547 0.33948 0.095
H 2.59922 -3.08019 4.41707 0.109
H 1.01080 -2.33530 4.63224 0.112
O 0.37513 -0.11935 0.25934 -0.241
N -0.19346 0.88850 0.82336 0.002
N -0.65617 0.63228 1.98326 -0.194
O -0.62939 -0.55054 2.52993 -0.120
C -1.30344 1.69078 2.69642 -0.152
C -1.19886 3.00974 2.27059 -0.017
C -1.84822 3.99895 2.98901 -0.090
C -2.58475 3.68192 4.12390 -0.104
C -2.66346 2.36293 4.54263 -0.083
C -2.02077 1.35869 3.83340 -0.004
H -0.60915 3.24691 1.39794 0.101
H -1.76657 5.02876 2.66534 0.099
H -3.08337 4.46258 4.68396 0.095
H -3.22409 2.10800 5.43280 0.100
H -2.05085 0.32531 4.14360 0.113
C -1.29760 0.00935 -3.00603 -0.065
C -2.13203 -1.26527 -3.01742 -0.206
N -3.44176 -1.11247 -2.38652 -0.057
C -4.40100 -0.26196 -3.08780 -0.213
C -4.73190 0.99743 -2.30121 -0.070
C -3.94506 -1.88737 -1.38264 -0.405
O -5.14904 -1.95031 -1.16901 0.056
C -3.00735 -2.66367 -0.50444 -0.106
C -3.40648 -3.89131 0.00711 -0.005
C -2.56451 -4.54283 0.89070 -0.037
C -1.36295 -3.95122 1.24858 -0.094
N -0.97750 -2.76250 0.77297 0.025
C -1.80141 -2.13617 -0.07315 -0.055
H -0.34962 -0.16027 -3.51994 0.078
H -1.06902 0.33855 -1.99247 0.056
H -1.81158 0.82208 -3.52269 0.071
H -1.59869 -2.07782 -2.53151 0.109
H -2.30031 -1.58126 -4.05336 0.119
H -5.30961 -0.83660 -3.27205 0.115
H -3.96071 -0.00649 -4.05285 0.112
H -5.17631 0.73183 -1.34308 0.074
H -5.44483 1.61524 -2.85012 0.072
H -3.83277 1.58618 -2.11505 0.070
H -4.36616 -4.30184 -0.27811 0.119
H -2.83178 -5.50080 1.31524 0.105
H -0.68174 -4.40613 1.95726 0.110
H -1.46505 -1.16456 -0.40146 0.097
C 5.44423 1.15364 -1.18200 -0.353
As 3.84819 0.25788 -0.45319 1.167
C 3.33338 1.68193 0.77156 -0.314
C 2.61987 0.62434 -1.98663 -0.355
C 2.35587 2.05884 -2.29473 -0.308
C 1.30792 2.73225 -1.66218 -0.055
C 1.06214 4.07051 -1.92709 -0.088
C 1.85759 4.76862 -2.82711 -0.112
C 2.90063 4.11050 -3.46276 -0.101
C 3.14429 2.76963 -3.19912 -0.072
H 5.22667 2.18135 -1.47508 0.006
H 5.82897 0.60230 -2.04109 0.008
H 6.21170 1.16211 -0.40758 0.011
H 3.46479 2.66307 0.31334 0.024
H 3.94727 1.58299 1.66598 0.028
H 2.30435 1.52416 1.08022 -0.007
H 1.69301 0.11963 -1.71298 0.029
H 3.06327 0.10988 -2.84256 0.064
H 0.68986 2.19369 -0.95137 0.080
H 0.24389 4.57343 -1.42542 0.096
H 1.66537 5.81444 -3.03136 0.091
H 3.52635 4.64128 -4.17024 0.094
H 3.95546 2.26026 -3.70731 0.105
```

Output
Energy above the lowest of the compared OMol25 structures with the same formula, charge and spin, kcal per mole: 1.3
HOMO level (spin up / spin down), eV: -4.22 / -3.63
2S+1: 2
Frontier orbital gap (spin up / spin down), eV: 6.5 / 5.9
⟨S²⟩: 0.772
Net charge: -1

Below is C29H38BClIrN8S as an isolated structure, with properties calculated with ωB97M-V/def2-TZVPD.

Structure (XYZ):
```
79
Properties=species:S:1:pos:R:3:lowdin_charge:R:1
Ir 0.23823 -0.00458 0.41878 1.345
C 0.16497 -3.45905 3.58678 -0.060
C 1.11232 -3.20332 2.40560 -0.331
C 2.10329 -2.09331 2.72598 -0.061
C 0.30980 -3.09431 1.12890 -0.216
C -0.26079 -4.23752 0.56331 0.009
C -1.04137 -3.80106 -0.48179 -0.024
N -0.93611 -2.47658 -0.55827 -0.006
N -0.10626 -2.02882 0.41523 -0.018
B -1.57990 -1.52554 -1.55047 -0.526
N -2.36226 -0.46942 -0.75629 -0.011
C -3.66230 -0.17569 -0.87813 -0.034
C -3.93703 0.93394 -0.12047 0.014
C -2.71859 1.29847 0.47036 -0.245
N -1.77134 0.41983 0.09940 -0.044
C -2.47862 2.55077 1.25893 -0.380
C -3.31322 2.58246 2.53635 -0.052
C -2.77349 3.76730 0.37459 -0.051
N -0.45345 -0.85161 -2.34808 -0.022
C -0.10165 -0.92961 -3.63436 -0.033
C 0.88988 -0.00258 -3.86347 0.003
C 1.08718 0.64835 -2.63624 -0.242
N 0.29054 0.07320 -1.71711 -0.042
C 1.88494 1.91182 -2.42068 -0.344
C 1.75481 2.52074 -1.02857 -0.060
C 1.43645 2.94972 -3.45602 -0.055
H 0.74677 -3.75043 4.46175 0.088
H -0.54348 -4.25621 3.36451 0.082
H -0.39686 -2.56163 3.83551 0.009
H 1.69532 -4.11981 2.26648 0.139
H 1.63041 -1.11499 2.73434 0.006
H 2.94460 -2.09043 2.02789 0.053
H 2.50622 -2.26432 3.72583 0.102
H -0.12745 -5.24655 0.91184 0.124
H -1.66806 -4.33250 -1.17794 0.136
H -2.30624 -2.10868 -2.29883 0.132
H -4.29192 -0.76944 -1.51922 0.133
H -4.88173 1.43851 -0.01995 0.118
H -1.42612 2.59051 1.51291 0.091
H -4.37896 2.57222 2.29751 0.086
H -3.11123 3.49497 3.09902 0.088
H -3.09775 1.72830 3.17015 0.051
H -3.82687 3.79895 0.09154 0.084
H -2.18003 3.74539 -0.54144 0.079
H -2.54416 4.68710 0.91385 0.086
H -0.60764 -1.60738 -4.30202 0.134
H 1.35565 0.23015 -4.80474 0.114
H 2.93765 1.68112 -2.61781 0.146
H 0.72063 2.42830 -0.64934 0.070
H 1.97113 3.58910 -1.06855 0.093
H 2.43438 2.08559 -0.31710 0.043
H 0.41789 3.28081 -3.24094 0.095
H 1.45455 2.55385 -4.46942 0.074
H 2.09233 3.81948 -3.41772 0.087
S 6.62655 -1.83645 0.52400 1.027
C 4.95889 -1.25002 0.42255 -0.497
C 4.03036 -1.83608 -0.43722 -0.033
C 2.72055 -1.42734 -0.39905 -0.100
N 2.28025 -0.46190 0.42924 -0.117
C 3.18880 0.15208 1.19349 -0.156
C 4.52105 -0.20379 1.22702 -0.043
C 6.23343 -3.53278 0.91478 -0.527
C 5.75788 -3.86049 2.17722 -0.079
C 5.40781 -5.17917 2.42085 -0.131
N 5.51488 -6.14777 1.51283 0.074
C 6.00355 -5.82526 0.31960 -0.128
C 6.37638 -4.53299 -0.03273 -0.081
H 4.31785 -2.62799 -1.11493 0.124
H 1.98545 -1.89050 -1.04331 0.119
H 2.82684 0.95269 1.82338 0.113
H 5.19585 0.30882 1.89833 0.124
H 5.65874 -3.11012 2.95078 0.111
H 5.02653 -5.46952 3.39336 0.112
H 6.09808 -6.63225 -0.39731 0.112
H 6.76690 -4.31924 -1.01866 0.109
Cl -0.89865 -0.19914 3.33231 0.544
C 0.33526 0.72019 2.39187 -0.707
H 1.27601 0.52669 2.90617 -0.028
H 0.06688 1.76423 2.53140 -0.001
```

Output
Energy above the lowest of the compared OMol25 structures with the same formula, charge and spin, kcal per mole: 0.0
HOMO level, eV: -11.36
Frontier orbital gap, eV: 7.4
Net charge: +1

Below is C29H38BeN4OP2 as an isolated structure, with properties calculated with ωB97M-V/def2-TZVPD.

Structure (XYZ):
```
75
Properties=species:S:1:pos:R:3:lowdin_charge:R:1
Be -1.02653 0.30422 -2.16325 0.298
C -0.89213 0.31555 -7.04309 -0.094
C 0.33256 0.74913 -6.71180 -0.126
C 0.73450 2.16040 -6.86390 -0.179
C -0.39743 3.18700 -6.59065 -0.187
C -1.18858 2.91463 -5.35570 -0.148
C -2.17857 2.02979 -5.14794 -0.096
C -2.95169 1.57550 -6.31835 -0.166
C -2.06312 1.11295 -7.50686 -0.178
C -1.56483 -0.32853 -0.44096 -0.242
H -1.13870 -0.73334 -6.99814 0.070
H 1.16094 0.06911 -6.51436 0.083
H 1.11704 2.32100 -7.89200 0.128
H 1.56151 2.40856 -6.18168 0.102
H 0.16143 4.13656 -6.47361 0.117
H -1.06041 3.32372 -7.45860 0.100
H -1.02696 3.77794 -4.69151 0.103
H -2.52686 1.69915 -4.18768 0.071
H -3.57764 2.41986 -6.66194 0.130
H -3.56920 0.72699 -6.04009 0.108
H -2.69210 0.40610 -8.07840 0.117
H -1.74842 1.92789 -8.14982 0.090
H -1.03602 -1.17456 0.06876 -0.012
H -2.59616 -0.57842 -0.78478 -0.014
H -1.65923 0.34270 0.43591 -0.009
P -0.45996 2.49295 -1.63883 1.073
P 1.31568 -0.15256 -2.25566 1.023
N -2.07625 3.17484 -1.88270 -0.228
N 0.05245 3.75138 -0.51350 -0.249
N 0.48819 -1.43085 -3.36876 -0.214
N 2.84727 -1.20301 -2.43693 -0.181
C 0.73075 2.57016 -3.05676 -0.341
C 1.69963 1.35541 -3.22405 -0.328
C -3.21130 2.33730 -1.90151 -0.173
C -4.32031 3.09473 -2.24129 -0.082
C -3.86223 4.43723 -2.45235 -0.078
C -2.49367 4.46191 -2.22792 -0.120
C -0.53804 3.93061 0.74551 -0.127
C 0.07127 5.01155 1.36412 -0.090
C 1.04466 5.53188 0.45191 -0.087
C 1.00634 4.74732 -0.70455 -0.129
C -0.67693 -2.08588 -2.90892 -0.201
C -1.34000 -2.62051 -4.02160 -0.089
C -0.62590 -2.23324 -5.18472 -0.105
C 0.48885 -1.50778 -4.75016 -0.165
C 3.54843 -1.55492 -3.58583 -0.146
C 4.71195 -2.23969 -3.23803 -0.095
C 4.73144 -2.29820 -1.81159 -0.103
C 3.59023 -1.64128 -1.35229 -0.143
H 1.27386 3.53502 -3.15347 0.085
H 0.05314 2.48619 -3.92605 0.017
H 1.75452 1.10215 -4.29870 0.065
H 2.73109 1.65644 -2.98235 0.092
H -3.10181 1.27539 -1.69857 0.062
H -5.32208 2.69561 -2.36676 0.099
H -4.47802 5.25421 -2.78586 0.091
H -1.77482 5.24833 -2.34342 0.107
H -1.34816 3.28233 1.03716 0.106
H -0.19780 5.40111 2.33365 0.090
H 1.67295 6.38895 0.58876 0.083
H 1.52617 4.82600 -1.64305 0.087
H -0.80153 -2.31519 -1.84725 0.088
H -2.30525 -3.11775 -4.00387 0.094
H -0.96255 -2.41671 -6.20055 0.087
H 1.25021 -1.00131 -5.29757 0.049
H 3.18614 -1.25160 -4.55379 0.085
H 5.44955 -2.66590 -3.91634 0.093
H 5.51375 -2.72149 -1.19771 0.086
H 3.21575 -1.43874 -0.35669 0.079
C 1.23899 -0.35220 0.96775 -0.074
C 1.27338 0.47314 -0.29862 -0.465
O 1.63596 1.65869 -0.26273 -0.052
H 1.23563 -1.40620 0.66952 0.071
H 0.45932 -0.17264 1.73722 0.096
H 2.17545 -0.11020 1.48245 0.093
```

Output
Energy above the lowest of the compared OMol25 structures with the same formula, charge and spin, kcal per mole: 126.1
HOMO level, eV: -6.32
Frontier orbital gap, eV: 5.6
Net charge: 0